Model one:
# CH3IO2

The molecule CH3IO2 (ωB97M-V/def2-TZVPD, the OMol25 dataset).

Summary:
- Total charge: 0
- SMILES: OC(O)I
- Highest occupied orbital energy: -9.58 eV
- 2S+1: 1

Each line ends with the Löwdin charge.
CARTESIAN COORDINATES (ANGSTROEM)
O -0.87911 -0.94744 0.28405  -0.08
C -0.21938 0.25638 0.17511  -0.83
O 0.22255 0.75693 -1.11549  -0.10
I 1.42799 0.46194 1.66221  0.69
H -0.20480 -1.69766 0.12908  0.14
H -0.85728 1.16150 0.48985  0.11
H 0.51005 0.00835 -1.62482  0.07

=====

Model two:
# CH3IO2

The molecule CH3IO2 (ωB97M-V/def2-TZVPD, the OMol25 dataset).

Summary:
- Total charge: 0
- SMILES: OC(O)I
- Highest occupied orbital energy: -9.55 eV
- 2S+1: 1

Each line ends with the Löwdin charge.
CARTESIAN COORDINATES (ANGSTROEM)
O 1.05498 0.72152 0.40293  -0.07
C -0.22741 0.38678 0.16689  -0.93
O -0.66909 -0.80994 0.70354  -0.12
I -0.57105 0.29071 -1.99376  0.74
H 1.52010 -0.06046 -0.07903  0.13
H -1.07173 1.04280 0.42104  0.09
H -0.03579 -1.57142 0.37838  0.15

=====

So which one is most stable? That would be model one, about 0.069 eV below the next structure.

=====

Model one:
# C36H72O27

A cluster of 9 separate species, C36H72O27 in total (ωB97M-V/def2-TZVPD, the OMol25 dataset).

Summary:
- Total charge: 0
- SMILES: CCOC(=O)OC.CCOC(=O)OC.CCOC(=O)OC.CCOC(=O)OC.CCOC(=O)OC.CCOC(=O)OC.CCOC(=O)OC.CCOC(=O)OC.CCOC(=O)OC
- Highest occupied orbital energy: -10.56 eV
- 2S+1: 1

Each line ends with the Löwdin charge.
CARTESIAN COORDINATES (ANGSTROEM)
C -4.05813 9.62462 -6.91730  -0.06
C -4.38681 10.75289 -5.91158  -0.20
O -4.16208 10.27060 -4.58215  0.01
C -5.04459 9.37785 -4.03357  -0.45
O -6.13581 8.99109 -4.54395  0.07
O -4.40506 8.85498 -2.92644  -0.02
C -4.88571 7.75568 -2.23389  -0.08
H -4.28173 9.95608 -7.93132  0.07
H -4.66723 8.74397 -6.71348  0.07
H -2.99593 9.38071 -6.89880  0.08
H -5.42191 11.05101 -6.07832  0.12
H -3.73437 11.61122 -6.07189  0.12
H -4.24453 6.88641 -2.38000  0.09
H -5.85323 7.40816 -2.59615  0.09
H -4.97793 7.96793 -1.16874  0.09
C -0.06845 1.78289 -0.95051  -0.07
C 0.75403 0.96229 -1.94117  -0.18
O 1.75406 0.17018 -1.22292  0.00
C 1.35190 -0.97825 -0.60253  -0.55
O 0.18979 -1.24592 -0.36043  0.11
O 2.46842 -1.57267 -0.11132  -0.02
C 2.38054 -2.90160 0.47934  -0.02
H -0.49017 1.21556 -0.12082  0.07
H -0.82837 2.16060 -1.63458  0.08
H 0.41445 2.61901 -0.44473  0.07
H 1.28731 1.65433 -2.59293  0.12
H 0.07569 0.37110 -2.55636  0.12
H 2.11598 -2.70800 1.51887  0.09
H 3.38914 -3.29339 0.61097  0.09
H 1.79486 -3.66144 -0.03808  0.10
C 8.96078 -3.00959 5.06022  -0.08
C 9.45795 -1.70130 5.63032  -0.17
O 10.48315 -1.03599 4.78123  0.04
C 11.74492 -1.08099 5.17912  -0.61
O 12.16195 -1.68813 6.12794  0.12
O 12.52840 -0.28447 4.42750  -0.02
C 13.82310 0.13463 4.87905  -0.03
H 9.56231 -3.89321 5.27352  0.08
H 8.80703 -2.94114 3.98329  0.08
H 7.96975 -3.27810 5.42609  0.08
H 9.77519 -1.77757 6.67034  0.12
H 8.59793 -1.03205 5.60596  0.12
H 13.67596 0.82124 5.71273  0.10
H 14.43178 0.59073 4.09830  0.09
H 14.39077 -0.75740 5.14388  0.09
C -6.88466 -0.02394 -0.51201  -0.07
C -5.86168 0.54905 0.47472  -0.22
O -6.34860 1.30665 1.56751  0.05
C -7.11545 2.38427 1.31343  -0.60
O -7.44109 2.84523 0.23912  0.11
O -7.55918 2.86471 2.43148  0.02
C -8.51768 3.89333 2.48450  -0.04
H -7.65188 -0.64446 -0.04895  0.08
H -6.49533 -0.55275 -1.38200  0.08
H -7.35815 0.86378 -0.93138  0.06
H -5.27406 1.16912 -0.20226  0.12
H -5.17550 -0.24946 0.75693  0.12
H -8.95552 4.04581 3.47098  0.09
H -9.35936 3.68855 1.82287  0.10
H -8.03520 4.83122 2.20942  0.10
C -2.65713 -11.40056 -4.53705  -0.06
C -1.28742 -10.82081 -4.08061  -0.13
O -1.56271 -9.87386 -2.95432  0.00
C -1.69963 -8.54927 -3.05978  -0.60
O -1.24747 -7.88678 -3.98808  0.09
O -2.09573 -8.05246 -1.91406  0.01
C -2.35123 -6.68286 -1.68498  -0.04
H -3.15185 -10.63238 -5.13140  0.07
H -3.28818 -11.59995 -3.67095  0.08
H -2.70965 -12.29323 -5.16034  0.07
H -0.70091 -10.32099 -4.85151  0.12
H -0.71466 -11.60783 -3.59005  0.11
H -2.34421 -6.44193 -0.62197  0.09
H -3.38519 -6.53714 -1.99772  0.09
H -1.80434 -5.92168 -2.24142  0.10
C 8.47610 -11.39217 2.89829  -0.08
C 7.15478 -11.05971 3.43274  -0.24
O 6.01251 -11.38978 2.63912  0.06
C 5.15831 -10.47215 2.28058  -0.62
O 5.29979 -9.35547 2.57793  0.16
O 4.06512 -11.06710 1.69039  -0.02
C 3.08979 -10.32524 0.95718  -0.05
H 8.39037 -12.46917 2.75411  0.09
H 9.21277 -11.25561 3.68998  0.09
H 8.84429 -10.81201 2.05214  0.09
H 7.19733 -9.99402 3.65768  0.12
H 7.03519 -11.64098 4.34704  0.13
H 2.27717 -11.05096 0.98977  0.09
H 3.24847 -10.17077 -0.11008  0.09
H 2.83040 -9.43174 1.52505  0.09
C 0.83447 8.62985 1.66002  -0.07
C 0.34094 9.95515 2.09823  -0.24
O -0.96832 9.80057 2.56500  0.03
C -1.98833 10.47233 2.06690  -0.49
O -1.99638 11.13925 1.01489  0.09
O -3.14841 9.96579 2.69664  -0.04
C -4.47463 10.34794 2.22318  -0.05
H 1.81927 8.73426 1.20465  0.08
H 0.22852 8.29201 0.81931  0.09
H 0.89602 7.85914 2.42832  0.09
H 0.36321 10.66862 1.27447  0.13
H 0.92874 10.36418 2.91997  0.13
H -4.70793 10.13774 1.17939  0.08
H -4.70567 11.41161 2.28105  0.09
H -5.17173 9.84907 2.89642  0.09
C -1.02678 -0.59409 5.78046  -0.06
C -0.92491 0.05348 4.35675  -0.17
O 0.42492 0.20981 3.85846  0.01
C 1.12639 1.34741 3.83412  -0.56
O 0.81594 2.41494 4.29203  0.13
O 2.30157 1.07476 3.15558  -0.02
C 3.09015 2.20303 2.78698  -0.06
H -0.43144 -1.49265 5.94251  0.07
H -2.01800 -0.83105 6.16702  0.07
H -0.52943 0.10153 6.45637  0.07
H -1.45428 1.00097 4.25602  0.12
H -1.32006 -0.72538 3.70458  0.11
H 4.03831 1.87873 2.35811  0.09
H 3.34163 2.79223 3.66886  0.09
H 2.62722 2.85257 2.04409  0.09
C -1.30409 -1.74991 -6.03838  -0.07
C -2.76500 -1.34507 -6.07628  -0.24
O -2.89244 0.07652 -5.89188  0.02
C -4.18353 0.56073 -5.98966  -0.48
O -5.20371 -0.07932 -6.24182  0.12
O -4.04516 1.89191 -5.62011  -0.03
C -5.18364 2.64729 -5.60529  -0.10
H -0.76450 -1.16176 -5.29606  0.07
H -0.88203 -1.59565 -7.03144  0.08
H -1.16412 -2.80764 -5.81544  0.08
H -3.28944 -1.88183 -5.28575  0.12
H -3.18069 -1.81596 -6.96711  0.12
H -5.92748 2.38571 -4.85271  0.10
H -5.59101 2.56919 -6.61328  0.10
H -4.89867 3.65482 -5.30236  0.10

=====

Model two:
# C36H72O27

A cluster of 9 separate species, C36H72O27 in total (ωB97M-V/def2-TZVPD, the OMol25 dataset).

Summary:
- Total charge: 0
- SMILES: CCOC(=O)OC.CCOC(=O)OC.CCOC(=O)OC.CCOC(=O)OC.CCOC(=O)OC.CCOC(=O)OC.CCOC(=O)OC.CCOC(=O)OC.CCOC(=O)OC
- Highest occupied orbital energy: -10.73 eV
- 2S+1: 1

Each line ends with the Löwdin charge.
CARTESIAN COORDINATES (ANGSTROEM)
C 9.98965 -22.20186 -7.69941  -0.04
C 11.19135 -22.53106 -8.54682  -0.19
O 11.14425 -21.77638 -9.77197  0.04
C 12.18449 -21.00828 -10.07282  -0.61
O 13.17377 -20.84039 -9.40510  0.11
O 11.92389 -20.41480 -11.23325  -0.01
C 12.92911 -19.53655 -11.75135  -0.01
H 9.10601 -22.72754 -8.06186  0.05
H 9.83760 -21.12999 -7.62826  0.09
H 10.15443 -22.63034 -6.70495  0.09
H 11.25589 -23.58842 -8.81438  0.11
H 12.15515 -22.34185 -8.06955  0.12
H 13.61644 -20.10546 -12.37198  0.08
H 13.46957 -19.05205 -10.94080  0.10
H 12.39752 -18.78950 -12.33240  0.10
C 13.81627 -20.95270 -15.60328  -0.06
C 14.20702 -22.33144 -15.11017  -0.19
O 13.88761 -22.45272 -13.71292  0.00
C 14.85768 -22.45978 -12.81174  -0.62
O 16.01819 -22.21420 -12.99782  0.14
O 14.30947 -22.76441 -11.63484  -0.01
C 15.22327 -22.84860 -10.55423  -0.05
H 14.46919 -20.17790 -15.20422  0.08
H 12.77086 -20.74328 -15.38319  0.07
H 13.92948 -20.93523 -16.69171  0.08
H 15.26481 -22.53627 -15.25997  0.12
H 13.61430 -23.09424 -15.61157  0.12
H 15.75600 -21.91597 -10.37357  0.10
H 15.94972 -23.64306 -10.73042  0.10
H 14.67586 -23.07065 -9.64329  0.09
C 7.12777 -22.15589 -15.74181  -0.04
C 7.96612 -21.15364 -14.99318  -0.19
O 8.47891 -20.16651 -15.89290  0.04
C 7.63846 -19.23476 -16.31275  -0.61
O 6.52551 -19.04113 -15.90555  0.13
O 8.25611 -18.54100 -17.26719  -0.01
C 7.60348 -17.44909 -17.87464  -0.04
H 7.71369 -22.68716 -16.49437  0.07
H 6.27122 -21.66719 -16.20351  0.09
H 6.75859 -22.95527 -15.09383  0.06
H 8.80373 -21.64176 -14.49800  0.11
H 7.37946 -20.66449 -14.21232  0.12
H 6.63964 -17.20475 -17.43616  0.09
H 7.46420 -17.68708 -18.93239  0.09
H 8.24872 -16.57246 -17.83306  0.09
C 6.41185 -24.46225 -6.11173  -0.06
C 5.99172 -24.72054 -7.54225  -0.21
O 7.04470 -24.39940 -8.44756  0.02
C 7.86392 -25.38872 -8.79920  -0.60
O 7.84225 -26.51060 -8.36226  0.14
O 8.69123 -24.92288 -9.73658  -0.01
C 9.84855 -25.70324 -9.95764  -0.05
H 6.81157 -23.45695 -5.98373  0.08
H 7.11465 -25.21887 -5.75898  0.08
H 5.56048 -24.55441 -5.43032  0.08
H 5.16252 -24.07037 -7.81570  0.13
H 5.66417 -25.75583 -7.62724  0.12
H 10.52023 -25.09259 -10.55880  0.09
H 9.62993 -26.61655 -10.50876  0.09
H 10.40823 -25.96064 -9.05662  0.10
C 7.19955 -25.97388 -15.33544  -0.04
C 8.05091 -26.58540 -14.25663  -0.18
O 8.53644 -25.55404 -13.37520  0.03
C 9.63555 -24.90650 -13.73313  -0.59
O 10.35816 -25.12252 -14.67569  0.12
O 9.81643 -23.94545 -12.83937  -0.01
C 10.86059 -23.00698 -13.05958  -0.03
H 6.55936 -25.22775 -14.85283  0.07
H 6.52418 -26.68037 -15.81420  0.08
H 7.76654 -25.44561 -16.09972  0.07
H 8.93805 -27.11558 -14.61852  0.10
H 7.53391 -27.33174 -13.65710  0.13
H 11.82266 -23.37451 -12.70962  0.09
H 10.59614 -22.08777 -12.54578  0.08
H 10.96782 -22.79046 -14.12565  0.09
C 7.53947 -22.10068 -11.02493  -0.04
C 6.59715 -22.82533 -11.94779  -0.19
O 5.23869 -22.58271 -11.52736  0.06
C 4.35421 -23.44705 -12.00673  -0.60
O 4.53176 -24.23868 -12.89473  0.11
O 3.21536 -23.29269 -11.31794  0.00
C 2.05562 -23.92824 -11.83762  -0.04
H 7.16570 -21.12317 -10.72071  0.09
H 8.52444 -21.94026 -11.46510  0.07
H 7.73808 -22.71918 -10.15359  0.05
H 6.79368 -23.89618 -11.95441  0.12
H 6.72538 -22.46403 -12.96820  0.09
H 2.31250 -24.56592 -12.68045  0.08
H 1.32701 -23.18354 -12.14983  0.09
H 1.64325 -24.53543 -11.03333  0.09
C 2.01759 -27.68808 -21.15741  -0.07
C 3.15564 -27.60521 -20.18996  -0.22
O 2.69064 -27.01391 -18.97062  0.04
C 3.59780 -26.39687 -18.22294  -0.61
O 4.78710 -26.39623 -18.41016  0.12
O 2.97709 -25.79174 -17.21797  0.02
C 3.84459 -25.17270 -16.27149  -0.04
H 1.25834 -28.40183 -20.83575  0.08
H 2.39945 -28.03070 -22.11930  0.08
H 1.51946 -26.72688 -21.28169  0.08
H 4.01889 -27.05368 -20.56346  0.12
H 3.54397 -28.59725 -19.93616  0.13
H 4.45826 -25.92712 -15.78184  0.08
H 3.20595 -24.72448 -15.51809  0.09
H 4.52808 -24.44680 -16.71021  0.10
C 8.57121 -20.71370 -19.86576  -0.05
C 9.76188 -21.22302 -19.06613  -0.21
O 9.40095 -22.40832 -18.36739  0.03
C 10.23815 -23.44518 -18.42919  -0.60
O 11.37377 -23.41623 -18.81072  0.13
O 9.58228 -24.50833 -17.97636  0.00
C 10.27578 -25.75698 -17.92572  -0.03
H 7.88925 -20.13846 -19.24301  0.06
H 8.05322 -21.49720 -20.41415  0.08
H 8.95981 -20.02385 -20.62257  0.08
H 10.09287 -20.46045 -18.35910  0.12
H 10.60055 -21.37010 -19.74619  0.12
H 11.33984 -25.61310 -17.73177  0.09
H 10.17951 -26.25469 -18.88817  0.10
H 9.86046 -26.29788 -17.08410  0.07
C 10.13992 -29.87330 -10.27080  -0.06
C 11.58669 -29.89068 -10.70329  -0.21
O 11.88511 -28.74415 -11.51639  0.03
C 11.70480 -28.87532 -12.82661  -0.61
O 11.24380 -29.84301 -13.37781  0.12
O 12.08778 -27.75127 -13.42229  0.01
C 11.96788 -27.73454 -14.84214  -0.04
H 9.93100 -30.74401 -9.64572  0.08
H 9.47287 -29.90669 -11.13062  0.08
H 9.92311 -28.98175 -9.68193  0.07
H 11.85174 -30.79735 -11.24766  0.12
H 12.27483 -29.80681 -9.86384  0.12
H 10.92019 -27.64960 -15.11355  0.07
H 12.32682 -28.67502 -15.26345  0.10
H 12.55478 -26.90141 -15.20341  0.10

=====

So which one is most stable? That would be model two, about 6.118 eV below the next structure.